The following is a quantum chemistry calculation of 12 unconnected molecules or ions with the total composition C32H92N4O12 in a non-equilibrium geometry, from the OMol25 dataset.

Last column: Löwdin charge in e.
Cartesian coordinates (Å):
C: -8.67 13.52 -1.08  -0.08
C: -8.63 14.07 -2.48  -0.33
O: -9.95 13.99 -3.03  -0.12
H: -9.26 14.14 -0.41  0.07
H: -7.65 13.40 -0.72  0.07
H: -9.19 12.56 -1.13  0.08
H: -7.87 13.59 -3.11  0.10
H: -8.36 15.13 -2.52  0.09
H: -10.06 14.73 -3.65  0.02
C: -6.39 17.51 -9.44  -0.08
C: -5.51 16.95 -8.35  -0.33
O: -4.12 17.02 -8.70  -0.07
H: -6.44 16.91 -10.35  0.08
H: -6.01 18.51 -9.67  0.07
H: -7.43 17.56 -9.10  0.05
H: -5.85 15.92 -8.17  0.10
H: -5.63 17.53 -7.45  0.08
H: -3.78 16.12 -8.69  0.08
C: -8.30 13.15 -7.50  -0.07
C: -7.06 13.12 -6.59  -0.32
O: -6.40 11.86 -6.69  -0.08
H: -8.07 13.13 -8.57  0.08
H: -8.92 14.01 -7.26  0.05
H: -8.86 12.23 -7.31  0.08
H: -7.40 13.35 -5.58  0.10
H: -6.32 13.88 -6.84  0.08
H: -7.05 11.22 -6.38  0.08
C: -13.56 17.03 -4.27  -0.07
C: -14.83 16.31 -4.64  -0.29
O: -14.90 15.99 -6.04  -0.10
H: -12.65 16.51 -4.60  0.06
H: -13.44 17.17 -3.20  0.07
H: -13.49 17.99 -4.80  0.06
H: -15.71 16.84 -4.28  0.11
H: -14.82 15.34 -4.14  0.11
H: -15.81 15.70 -6.18  0.09
C: -10.51 17.20 -1.97  -0.07
C: -11.28 17.92 -0.87  -0.28
O: -10.60 19.17 -0.68  -0.11
H: -10.64 17.65 -2.95  0.05
H: -10.78 16.14 -1.94  0.07
H: -9.47 17.17 -1.63  0.08
H: -11.40 17.31 0.03  0.11
H: -12.29 18.20 -1.20  0.10
H: -11.15 19.77 -0.17  0.09
C: -11.51 18.43 -10.16  -0.09
C: -12.95 18.02 -9.93  -0.28
O: -13.02 17.08 -8.83  -0.12
H: -10.98 18.90 -9.34  0.05
H: -11.53 19.12 -11.02  0.08
H: -10.89 17.61 -10.54  0.08
H: -13.35 17.50 -10.80  0.11
H: -13.64 18.84 -9.69  0.11
H: -13.59 17.48 -8.17  0.07
C: -12.26 20.08 -7.18  -0.07
C: -13.16 20.64 -6.11  -0.33
O: -14.55 20.51 -6.44  -0.08
H: -12.21 18.99 -7.04  0.06
H: -11.25 20.46 -7.15  0.06
H: -12.65 20.22 -8.18  0.07
H: -12.98 21.72 -6.03  0.11
H: -12.99 20.24 -5.11  0.09
H: -15.07 21.02 -5.83  0.08
C: -8.97 17.29 -6.84  -0.06
C: -9.52 17.17 -5.43  -0.29
O: -9.86 15.80 -5.19  -0.12
H: -9.75 17.06 -7.57  0.07
H: -8.10 16.64 -6.93  0.06
H: -8.59 18.30 -7.01  0.07
H: -10.43 17.77 -5.31  0.10
H: -8.76 17.48 -4.72  0.09
H: -10.61 15.60 -5.77  0.03
C: -2.02 16.16 -3.75  -0.07
C: -2.88 14.93 -3.99  -0.45
C: -4.17 15.30 -4.72  -0.20
O: -5.02 16.00 -3.82  -0.17
C: -6.13 16.52 -4.50  -0.11
N: -2.13 13.89 -4.70  0.04
H: -1.83 16.72 -4.67  0.08
H: -1.11 15.89 -3.23  0.07
H: -2.54 16.84 -3.07  0.08
H: -3.17 14.60 -2.98  0.14
H: -4.74 14.44 -5.11  0.11
H: -3.92 15.94 -5.58  0.13
H: -5.88 17.32 -5.21  0.08
H: -6.76 16.99 -3.74  0.08
H: -6.73 15.72 -4.94  0.08
H: -1.49 13.46 -4.05  0.07
H: -2.83 13.22 -5.00  0.06
C: -12.29 13.06 -5.76  -0.04
C: -12.10 13.70 -7.13  -0.40
C: -13.11 13.21 -8.19  -0.20
O: -13.04 11.81 -8.27  -0.18
C: -13.71 11.25 -9.36  -0.12
N: -12.20 15.15 -6.99  0.05
H: -13.34 13.08 -5.47  0.08
H: -11.70 13.53 -4.98  0.06
H: -12.04 12.00 -5.80  0.08
H: -11.09 13.49 -7.49  0.11
H: -12.93 13.75 -9.12  0.13
H: -14.12 13.47 -7.84  0.13
H: -13.29 11.54 -10.33  0.09
H: -14.76 11.56 -9.29  0.09
H: -13.68 10.16 -9.41  0.08
H: -13.12 15.45 -6.68  0.04
H: -12.00 15.58 -7.89  0.06
C: -6.94 22.15 -2.09  -0.06
C: -8.01 21.09 -1.98  -0.46
C: -8.13 20.19 -3.20  -0.18
O: -8.61 20.88 -4.35  -0.25
C: -9.99 21.22 -4.28  -0.07
N: -7.86 20.24 -0.79  0.04
H: -5.98 21.71 -2.37  0.09
H: -6.79 22.72 -1.17  0.08
H: -7.21 22.87 -2.86  0.07
H: -8.92 21.67 -1.78  0.13
H: -8.72 19.29 -3.00  0.10
H: -7.13 19.84 -3.48  0.13
H: -10.20 22.04 -3.58  0.09
H: -10.50 20.30 -3.99  0.09
H: -10.31 21.52 -5.27  0.07
H: -7.81 20.84 0.02  0.07
H: -8.75 19.74 -0.71  0.02
C: -6.05 20.56 -6.77  -0.04
C: -6.83 21.82 -7.14  -0.42
C: -8.19 21.45 -7.76  -0.21
O: -8.08 20.76 -8.99  -0.20
C: -7.78 21.61 -10.07  -0.11
N: -6.97 22.60 -5.93  0.04
H: -6.53 20.01 -5.95  0.06
H: -5.01 20.73 -6.48  0.08
H: -5.98 19.87 -7.61  0.06
H: -6.19 22.36 -7.85  0.13
H: -8.81 22.34 -7.92  0.12
H: -8.66 20.79 -7.03  0.10
H: -7.89 21.09 -11.02  0.09
H: -6.73 21.93 -10.05  0.08
H: -8.39 22.52 -10.05  0.09
H: -7.43 22.00 -5.23  0.04
H: -7.67 23.33 -6.08  0.07

Its orbital gap is 8.98 eV. As for the SMILES: COC[C@H](C)N.COC[C@H](C)N.COC[C@H](C)N.COC[C@H](C)N.CCO.CCO.CCO.CCO.CCO.CCO.CCO.CCO. The HOMO energy comes out at -0.32299 Ha. The value obtained for the energy relative to the best compared isomer or geometry (same formula, charge and spin) is 0.0 kJ/mol.

***

The following is a quantum chemistry calculation of 12 unconnected molecules or ions with the total composition C32H92N4O20 in a non-equilibrium geometry, from the OMol25 dataset.

Last column: Löwdin charge in e.
Cartesian coordinates (Å):
C: -1.44 -0.53 7.18  -0.07
C: -2.13 0.74 6.77  -0.44
C: -1.76 1.10 5.33  -0.23
O: -0.41 1.37 5.09  -0.19
C: -0.02 1.17 3.78  -0.12
N: -3.59 0.70 6.99  0.05
H: -0.38 -0.34 6.96  0.08
H: -1.72 -1.42 6.55  0.09
H: -1.47 -0.67 8.26  0.08
H: -1.68 1.51 7.36  0.13
H: -2.34 2.00 4.93  0.15
H: -1.96 0.24 4.62  0.11
H: 1.03 1.42 3.73  0.07
H: -0.57 1.89 3.11  0.09
H: -0.16 0.13 3.54  0.08
H: -3.98 1.63 7.17  0.07
H: -3.93 0.33 6.14  0.05
C: -3.77 3.13 -1.04  -0.05
C: -3.43 4.49 -1.62  -0.41
C: -2.03 4.57 -2.29  -0.19
O: -1.10 3.92 -1.42  -0.23
C: 0.24 4.05 -1.97  -0.07
N: -4.38 4.98 -2.64  0.04
H: -3.79 2.32 -1.79  0.09
H: -4.70 3.23 -0.51  0.08
H: -3.06 2.88 -0.28  0.05
H: -3.38 5.16 -0.78  0.13
H: -1.73 5.64 -2.36  0.13
H: -2.04 4.13 -3.29  0.12
H: 0.46 5.13 -2.18  0.10
H: 0.39 3.49 -2.91  0.10
H: 0.89 3.73 -1.12  0.06
H: -5.26 5.25 -2.26  0.06
H: -4.61 4.26 -3.31  0.07
C: -6.77 -1.23 0.02  -0.04
C: -5.65 -0.63 -0.88  -0.43
C: -4.30 -0.57 -0.26  -0.25
O: -4.38 0.09 0.96  -0.19
C: -3.18 0.11 1.64  -0.10
N: -5.55 -1.36 -2.13  0.06
H: -6.57 -2.29 0.23  0.08
H: -7.68 -1.17 -0.56  0.07
H: -6.85 -0.77 1.00  0.07
H: -5.97 0.40 -1.20  0.15
H: -3.56 -0.14 -0.97  0.10
H: -3.95 -1.63 -0.06  0.14
H: -2.90 -0.96 1.76  0.09
H: -3.30 0.70 2.56  0.09
H: -2.36 0.56 1.03  0.09
H: -6.23 -0.98 -2.73  0.06
H: -5.76 -2.34 -2.00  0.08
C: 2.52 0.43 -5.48  -0.03
C: 2.06 -0.98 -4.94  -0.40
C: 2.73 -2.03 -5.85  -0.23
O: 2.57 -3.38 -5.50  -0.16
C: 1.19 -3.69 -5.69  -0.10
N: 2.41 -1.24 -3.55  0.06
H: 3.58 0.31 -5.66  0.07
H: 2.41 1.20 -4.74  0.06
H: 1.92 0.61 -6.37  0.08
H: 0.96 -1.02 -5.06  0.12
H: 3.82 -1.87 -5.95  0.13
H: 2.42 -1.88 -6.93  0.14
H: 0.83 -3.54 -6.71  0.10
H: 0.55 -3.11 -5.02  0.06
H: 0.99 -4.71 -5.44  0.08
H: 1.78 -0.74 -2.93  0.08
H: 2.49 -2.25 -3.36  0.12
C: -2.82 -1.83 -4.30  -0.25
C: -2.70 -0.46 -3.68  -0.27
O: -1.39 0.10 -3.74  -0.08
O: -2.33 -2.88 -3.47  -0.07
H: -2.32 -1.84 -5.27  0.11
H: -3.90 -2.04 -4.48  0.12
H: -3.13 -0.55 -2.71  0.06
H: -3.30 0.30 -4.23  0.13
H: -1.03 0.05 -2.82  0.08
H: -1.37 -2.71 -3.47  0.06
C: -0.78 4.77 2.28  -0.28
C: 0.69 4.53 2.46  -0.19
O: 1.39 4.11 1.22  -0.11
O: -1.45 3.73 1.67  -0.08
H: -1.04 5.67 1.72  0.13
H: -1.13 4.96 3.28  0.11
H: 0.86 3.84 3.30  0.10
H: 1.09 5.50 2.76  0.13
H: 1.49 3.13 1.23  0.08
H: -1.46 3.87 0.68  0.08
C: 6.95 -1.27 1.18  -0.25
C: 7.11 -2.41 2.21  -0.25
O: 6.18 -3.42 1.97  -0.07
O: 7.13 -1.81 -0.08  -0.05
H: 7.81 -0.58 1.35  0.13
H: 5.99 -0.82 1.31  0.10
H: 6.99 -2.10 3.24  0.12
H: 8.09 -2.81 2.03  0.10
H: 6.24 -3.68 1.03  0.09
H: 6.52 -1.37 -0.67  0.07
C: -0.48 -4.53 -1.34  -0.23
C: -1.90 -4.99 -0.94  -0.25
O: -1.82 -6.27 -0.39  -0.07
O: 0.39 -4.54 -0.23  -0.08
H: -0.48 -3.48 -1.77  0.12
H: -0.05 -5.24 -2.00  0.11
H: -2.58 -4.90 -1.80  0.11
H: -2.33 -4.26 -0.23  0.12
H: -1.86 -6.20 0.58  0.06
H: 0.59 -5.46 -0.03  0.09
C: -1.16 -3.31 3.33  -0.26
C: -2.10 -4.46 3.05  -0.19
O: -1.39 -5.54 2.33  -0.10
O: -0.67 -2.69 2.16  -0.08
H: -0.32 -3.70 3.92  0.12
H: -1.65 -2.59 4.03  0.12
H: -3.00 -4.16 2.44  0.14
H: -2.43 -4.85 4.01  0.12
H: -0.81 -6.01 2.94  0.10
H: -0.41 -3.45 1.61  0.06
C: 4.14 2.13 2.57  -0.27
C: 3.91 3.48 3.31  -0.21
O: 3.95 4.58 2.40  -0.07
O: 2.95 1.69 2.09  -0.09
H: 4.51 1.45 3.37  0.12
H: 4.93 2.23 1.79  0.12
H: 4.82 3.56 3.96  0.13
H: 2.97 3.53 3.82  0.10
H: 3.22 4.56 1.82  0.01
H: 3.00 0.83 1.62  0.06
C: 4.64 2.12 -1.55  -0.27
C: 4.91 0.94 -2.42  -0.22
O: 4.32 -0.31 -1.96  -0.15
O: 3.29 2.40 -1.54  -0.05
H: 5.17 2.94 -2.06  0.13
H: 5.06 1.80 -0.59  0.12
H: 6.02 0.83 -2.37  0.13
H: 4.57 1.18 -3.42  0.10
H: 3.70 -0.69 -2.71  0.05
H: 3.13 3.14 -0.94  0.09
C: 0.52 -0.28 0.09  -0.18
C: 1.80 -1.21 0.46  -0.17
O: 3.02 -0.45 0.38  -0.12
O: 0.77 0.33 -1.18  -0.09
H: 0.42 0.46 0.88  0.10
H: -0.40 -0.86 0.02  0.10
H: 1.79 -2.06 -0.28  0.12
H: 1.73 -1.70 1.41  0.10
H: 3.19 -0.34 -0.59  0.05
H: 1.53 0.90 -1.01  0.06

Its orbital gap is 9.77 eV. As for the SMILES: COC[C@H](C)N.COC[C@H](C)N.COC[C@H](C)N.COC[C@H](C)N.OCCO.OCCO.OCCO.OCCO.OCCO.OCCO.OCCO.OCCO. The HOMO energy comes out at -0.34626 Ha. The value obtained for the energy relative to the best compared isomer or geometry (same formula, charge and spin) is 117.3 kJ/mol.

***

Question: What is the energy relative to the best compared isomer or geometry (same formula, charge and spin) in the second record?
Answer: 117.3 kJ/mol